{"formula": "C55H125F2N8O15S2V", "method": "ωB97M-V/def2-TZVPD", "charge": -1, "homo_energy_ev": [-4.71, -6.02], "orbital_gap_ev": [6.40, 7.76], "total_energy_ha": -5677.0304, "spin_multiplicity": 2, "species": ["C", "H", "H", "O", "S", "H", "C", "H", "H", "O", "H", "H", "H", "O", "H", "C", "H", "H", "H", "H", "H", "O", "H", "H", "H", "H", "H", "H", "C", "H", "C", "H", "H", "O", "C", "C", "C", "H", "C", "H", "C", "H", "H", "O", "C", "H", "C", "O", "H", "O", "H", "H", "C", "C", "H", "H", "H", "C", "H", "H", "H", "H", "H", "H", "H", "H", "C", "H", "C", "H", "H", "H", "C", "H", "H", "H", "C", "N", "H", "N", "N", "H", "H", "H", "H", "H", "H", "C", "C", "H", "N", "C", "H", "H", "H", "C", "H", "H", "H", "H", "C", "N", "C", "H", "H", "H", "H", "O", "C", "H", "C", "H", "C", "C", "C", "C", "C", "C", "H", "H", "H", "C", "H", "N", "H", "O", "H", "H", "H", "C", "H", "H", "H", "S", "O", "F", "H", "C", "C", "N", "C", "H", "H", "H", "C", "C", "H", "H", "H", "H", "H", "H", "H", "H", "F", "C", "H", "H", "H", "H", "C", "H", "H", "H", "H", "C", "C", "C", "H", "H", "H", "H", "H", "H", "H", "O", "H", "H", "H", "H", "H", "H", "C", "C", "H", "O", "C", "C", "H", "O", "C", "H", "H", "H", "C", "N", "H", "H", "V", "H", "H", "H", "C", "C", "C", "H", "C", "O"], "xyz": [[-2.242, 0.407, -4.622], [3.589, 3.932, 1.951], [-0.422, 3.392, 7.008], [4.383, 2.056, 1.319], [1.099, 0.771, -0.317], [0.780, 1.995, 3.019], [1.626, -5.037, 3.023], [-0.793, 6.631, 0.422], [1.413, -8.604, -4.955], [0.596, -1.990, -0.240], [-0.360, 0.421, 3.908], [-3.239, -5.307, 1.283], [-3.222, -6.823, -2.107], [5.470, -4.621, -3.545], [0.572, 5.821, 3.863], [2.176, 8.912, -0.950], [-0.505, -1.988, -4.609], [3.215, -0.362, 2.125], [-0.362, 5.146, -0.143], [1.672, 2.114, 6.914], [-1.780, -5.488, 3.374], [4.980, -0.613, -1.615], [5.994, -0.835, 1.535], [-1.946, 2.332, 2.870], [-0.711, -2.986, -0.934], [3.466, 9.963, -2.305], [1.962, 9.333, -3.058], [-0.139, -2.271, -6.257], [4.272, -0.243, 2.361], [-0.570, 5.719, 2.494], [-1.476, 4.586, 4.876], [-2.101, 3.937, 2.248], [1.601, 11.020, -1.105], [4.122, 1.922, -1.587], [-1.028, 2.684, 6.443], [-0.927, -7.680, -5.419], [1.947, -4.989, -2.769], [-5.524, 2.890, -1.362], [-4.896, -4.733, 0.157], [-5.821, 2.834, -3.873], [-1.367, 3.221, 2.617], [4.736, -1.770, 1.433], [-2.106, -5.673, -2.840], [1.891, -5.625, -4.019], [-3.627, 4.429, -2.694], [1.732, 5.975, 0.792], [4.538, 1.319, 2.542], [0.605, 0.915, 1.054], [-0.689, 2.896, 1.828], [-1.305, -3.319, -1.611], [-2.230, 4.952, 4.180], [-3.340, 3.694, 0.094], [2.737, -4.651, 3.964], [1.137, 1.371, 6.323], [1.837, 0.841, 5.678], [0.480, -6.899, -3.201], [4.527, -2.079, 3.465], [-5.552, 1.963, -3.275], [-0.330, -5.629, -0.807], [-4.164, -3.066, 1.372], [3.211, -3.708, 3.690], [-4.766, 1.387, -1.438], [2.621, -4.540, 1.015], [1.261, -4.152, -2.645], [-0.665, 9.005, -0.933], [-0.842, 0.025, 5.502], [-2.174, 3.534, 5.817], [5.546, 1.442, 2.938], [4.613, -1.006, 3.636], [-2.265, -0.449, -3.947], [-4.107, 4.479, -3.672], [1.673, -2.033, -4.198], [-3.447, -2.747, -0.694], [3.869, 1.744, 3.291], [-0.050, -5.372, -4.058], [0.580, -5.891, 5.439], [-2.854, -1.417, -0.059], [0.679, -3.890, 2.876], [-3.619, -0.657, 0.100], [0.929, 8.148, -0.833], [1.437, -7.898, -5.677], [-1.827, 3.488, -0.697], [3.617, 6.470, -1.527], [-1.066, -2.583, 5.529], [0.828, 5.256, -2.759], [3.043, 10.680, -0.050], [-4.170, 5.047, -1.980], [0.115, 5.157, 3.129], [-1.227, -5.851, -0.229], [0.870, 4.791, 2.433], [2.419, 0.060, -0.442], [2.753, 9.139, -2.334], [-2.582, 3.593, -5.258], [-2.361, -1.647, 0.885], [3.976, -0.690, 4.462], [5.101, -3.282, -3.362], [-4.987, -3.269, -2.285], [-1.868, 1.097, 4.640], [0.916, -2.664, 1.462], [-3.707, -5.183, -2.531], [-4.240, -2.506, -2.063], [0.484, 3.061, 4.487], [-0.063, -6.168, 4.603], [3.963, 6.083, 0.175], [-2.144, -0.934, -0.730], [-5.384, -2.671, 0.234], [-1.822, -3.441, 1.985], [0.008, 8.851, -1.601], [0.261, -1.798, -5.361], [-0.873, -8.461, -4.661], [1.961, 5.970, -0.274], [-1.640, -4.950, 5.060], [-0.534, 3.931, 3.778], [-3.199, 2.702, -5.367], [3.263, 8.128, -0.170], [-3.474, 3.028, -2.124], [-2.486, -5.139, -0.739], [2.147, -5.342, 1.580], [0.437, -3.345, 5.736], [3.152, 8.252, -2.825], [-0.495, -7.152, 4.786], [-0.024, 2.038, 5.431], [1.670, -5.685, -1.976], [5.016, -0.811, 1.283], [0.386, -0.750, -5.634], [-1.361, 2.637, -3.099], [2.822, -6.197, 1.617], [-6.506, 1.511, -3.005], [4.176, -3.010, -3.870], [0.899, 6.722, -1.107], [5.283, 4.025, 1.737], [-2.501, -3.042, 3.545], [-2.931, 2.430, -6.388], [1.735, -1.382, -0.980], [1.828, -1.741, -2.377], [2.951, -2.304, -0.398], [2.062, 6.516, -2.985], [-2.902, -5.781, -2.103], [0.601, -6.246, -4.066], [-2.570, 2.115, -2.943], [-0.456, 6.169, -0.506], [-1.366, -1.996, 2.870], [-1.195, 0.705, -4.666], [3.179, 8.151, 0.916], [3.292, 6.618, -0.497], [-1.093, -5.109, 4.131], [1.322, -5.599, 0.915], [0.783, 0.595, 7.001], [-5.382, -4.887, -0.806], [0.318, -6.131, -6.107], [-1.741, -7.003, -5.160], [0.351, -6.652, 2.569], [-1.354, -6.929, -0.124], [3.479, -5.446, 4.045], [1.753, 2.235, -0.387], [-2.850, 3.112, -0.686], [0.143, -1.789, 4.667], [-4.406, 0.133, -3.376], [1.232, -8.321, -6.571], [4.282, 8.497, -0.290], [0.372, -6.967, -5.409], [2.293, -4.549, 4.954], [-5.104, 0.784, -4.928], [-3.741, -6.667, 0.214], [-5.609, -5.058, 0.914], [-0.138, -2.789, 4.995], [2.065, 10.342, -0.389], [-0.817, 0.855, 4.796], [4.818, -3.138, -2.319], [-1.273, 6.160, -1.228], [6.291, -4.815, -3.087], [-2.452, 0.034, -5.625], [-0.883, 1.966, -2.606], [4.357, 3.791, 0.324], [-1.555, 1.938, 7.039], [1.200, -2.700, 2.378], [1.573, -7.155, 3.734], [-2.784, 2.144, -0.189], [0.296, 6.834, -3.200], [2.079, 4.921, -0.546], [5.960, -2.652, -3.594], [5.609, -0.767, 4.010], [-4.846, 2.319, -1.998], [4.403, 3.495, 1.372], [-3.537, -2.417, -2.891], [1.398, 2.443, 3.601], [-3.604, -5.589, 0.296], [-4.508, -3.307, 0.366], [2.972, -4.639, -2.644], [0.144, 0.890, -1.429], [-4.575, 1.009, -4.002], [-2.851, 2.910, 5.232], [-4.205, 3.102, -5.494], [-1.008, 5.433, 5.376], [-3.107, 1.587, -4.269], [-2.331, -3.686, -0.781], [-0.919, -5.456, 0.739], [-1.121, -8.126, -6.395], [4.466, 0.646, -0.688], [1.403, 10.359, 0.477], [-2.705, 4.988, -2.851], [-4.804, -1.574, -2.044], [-1.572, -3.062, 2.976], [0.921, -6.333, 3.441], [1.056, 6.312, -2.618], [-2.722, 4.065, 6.594], [-0.473, -3.735, 3.784], [1.465, -2.378, -5.069]], "forces_ev_per_a": [[1.0762, -0.0158, -0.9257], [-0.4719, -0.4675, -0.0690], [-0.1315, -0.1846, 0.6459], [0.3912, -0.5436, 0.3420], [-4.6730, 10.3856, 2.6740], [0.4021, -0.7269, -0.9424], [0.4926, 1.0483, -1.8257], [0.2134, 0.8433, -0.1958], [0.1258, -0.2955, -0.0363], [1.8369, 2.6465, -0.8911], [-0.0793, 0.2368, -0.3020], [0.2316, -0.4290, 0.2542], [0.1351, -0.0335, 0.4710], [-0.2618, -1.3940, -0.7998], [0.0599, -0.0848, -0.0306], [1.9769, -0.3851, 0.7312], [-0.0243, 0.4172, 0.3921], [-0.1185, -0.0257, 0.0839], [0.3796, -0.3193, -0.5478], [0.0234, 0.1276, -0.1482], [0.3283, 0.0158, -0.1559], [-0.0415, 0.5889, 0.6456], [0.4584, 0.2809, -0.1266], [0.1525, 0.0189, 0.4548], [0.8135, 0.3800, -0.6240], [0.0452, -0.2110, -0.2011], [-0.2625, 0.7924, 0.1674], [0.0226, -0.1408, -0.2520], [-0.2609, 2.3216, 1.4326], [-0.3107, -0.0524, 0.3248], [-1.0999, -2.0114, -1.2861], [0.2458, 0.1249, -0.2629], [0.3222, 0.0329, -0.1371], [0.2703, 1.1238, -0.0824], [-0.3296, 1.0376, -0.9277], [-1.0860, -0.0028, 0.4329], [0.8220, 0.2740, 0.1747], [0.1533, 0.5925, 0.1063], [0.7881, -1.3915, 0.1197], [0.2366, 0.1376, -0.1495], [0.4580, 0.1047, 1.0141], [0.0740, -0.6383, -1.3798], [0.2747, -0.0991, 0.0975], [-0.8025, -0.8514, 0.2620], [0.0458, 0.7751, -0.1762], [-0.2276, 0.2682, 0.0755], [-0.1757, -0.5757, 0.0468], [-0.1669, -1.9256, -1.5757], [-0.0595, 0.2799, -0.2177], [0.3504, 0.3802, -0.6918], [-0.3396, 0.6766, 0.4123], [-0.6675, 0.5421, -0.5890], [0.1651, -0.3590, 0.6152], [-0.3668, 0.6917, -1.2639], [0.1515, 0.2618, -0.1674], [-0.2491, -0.1785, 0.1953], [-0.0615, 0.0704, 0.1503], [1.1808, -0.1063, -0.0197], [-0.1808, -0.2544, -0.6191], [0.2607, -0.4468, 0.1166], [-0.0967, -0.1173, -0.0622], [0.5955, -0.1713, 0.0475], [0.3631, 0.3254, 0.6102], [-0.1873, 0.2076, -0.4414], [-0.4381, 0.2802, -0.2791], [0.0886, 0.0693, 0.2164], [2.1898, 0.7348, -0.8123], [0.4120, 0.0650, -0.1344], [-0.4335, 0.9362, 0.7198], [-0.4228, 0.2554, 0.3185], [-0.3500, -0.2296, 0.1904], [0.5626, -0.2186, 0.1191], [-1.0749, 0.3146, 0.5094], [-0.2968, -0.1951, 0.0571], [-0.9266, -0.3313, 0.4562], [-0.6299, 0.3374, 0.4987], [-0.5148, -0.5819, -1.1219], [-1.4206, -2.5204, 0.1132], [-0.3187, -0.1565, 0.1210], [1.7771, 0.6554, 0.7908], [0.6308, 0.4273, -0.5201], [0.0318, 0.0455, -0.3485], [0.1613, -0.1761, 0.0285], [-0.4207, -0.1275, 0.0405], [0.1800, -0.1197, 0.2523], [-0.0030, 0.1421, -0.2919], [-0.3597, -0.0319, -0.0189], [0.8879, -0.8062, -0.4707], [0.8007, 0.9689, 0.1815], [0.3261, 0.1218, 0.0553], [-0.6192, -5.1215, -1.5758], [-0.7476, -0.7788, -1.5915], [0.3066, -0.1967, 0.7911], [-0.0568, -0.0085, -0.1430], [-0.3668, -0.3068, 0.0288], [0.1482, 0.5468, 1.3549], [0.2630, -0.3005, 0.0986], [0.1414, 0.1108, -0.4089], [-0.1384, 0.0897, -0.2813], [-0.2887, -0.0979, 0.0533], [0.8569, 0.3166, 0.8285], [-0.3241, 0.8450, 0.9849], [0.6818, 0.3558, -1.9906], [0.5945, 0.3116, -0.1745], [0.1934, -0.1685, -0.0780], [-0.1361, 0.1633, -0.0608], [0.4829, -0.4541, 0.0444], [-1.3152, 0.0433, -0.3809], [-1.2796, 0.0268, -1.3654], [-0.2780, -0.2306, -0.0024], [0.2905, 0.8607, -0.4881], [-0.8052, 0.4079, -0.2254], [-0.6255, -0.1016, 0.9164], [0.1372, 0.2405, -0.5709], [0.3111, -1.2074, 0.7427], [0.3813, -0.9588, 0.4049], [-1.3677, -1.9899, 0.1352], [-0.0123, 0.0286, 0.0477], [0.7497, 0.5644, -0.1490], [0.7320, -0.0686, 0.5137], [-0.2857, 0.1554, 0.2620], [-1.0641, -1.2943, 1.2188], [0.2829, -0.3025, 0.3166], [-0.0087, 0.2481, -0.5163], [-0.3107, 0.3473, 0.3708], [2.6345, 0.9987, -0.2584], [0.1409, -0.0200, -0.0576], [0.0301, -0.4444, -0.2324], [0.4047, -0.2998, -0.7406], [-1.1138, -2.3022, 0.3345], [0.7305, -0.9077, 0.4019], [-0.2013, -0.2961, 0.2183], [0.0943, -0.8654, 0.0240], [3.2196, -6.5856, -0.6736], [-0.6637, 1.9102, 1.7650], [-1.0951, 0.9297, -0.0481], [-0.2188, -0.0103, -0.0796], [0.2114, 1.2331, -0.5551], [0.8271, 0.7996, -1.4504], [-5.2124, -1.2179, 0.2437], [0.0159, -0.2327, -0.5559], [0.3001, 0.1340, -0.2804], [0.0580, 0.1516, 0.0332], [-0.7641, 0.4224, 0.2454], [0.3914, 0.5410, 0.1904], [1.2663, -0.2053, 2.6821], [-0.2473, -0.2664, 0.2959], [-0.5804, 0.2428, 0.0062], [0.0408, 0.0518, -0.1292], [0.5184, -0.2350, -0.5542], [-0.2738, -0.0593, -0.0399], [-0.0548, -0.2328, -0.0614], [-0.1292, 0.0136, -0.2193], [0.2293, 0.0275, -0.1277], [-0.1561, -0.0629, -0.3426], [0.4893, -0.3908, -0.0288], [0.9431, -0.4684, -0.0206], [-0.3268, -0.1577, -0.1816], [0.2313, -0.4177, -0.0323], [-0.0903, 0.5049, -0.6371], [0.5329, 1.1411, 1.0689], [0.1600, 0.2236, 0.1875], [0.6696, -0.6135, -0.3628], [-0.0702, 0.1027, 0.0370], [-0.1259, 0.0415, 0.0906], [-1.5501, -1.2888, -0.1052], [-1.0342, -0.5167, 0.7619], [0.2815, -0.1823, 0.2296], [0.3017, 0.3969, 0.2579], [-0.0802, 0.1825, -0.0174], [-0.1150, 0.2984, 0.0615], [-0.2750, -0.0138, -0.0993], [1.2474, 0.3501, 0.0450], [-0.4375, -0.0967, 0.0151], [0.7606, -0.2570, 0.3556], [0.6163, -0.0295, 0.9615], [0.7016, 0.2776, -0.4449], [0.0153, -0.4698, -0.4877], [0.2238, 0.2817, -0.1446], [-0.6148, -0.0505, -0.2970], [-0.4376, 0.5065, -0.1378], [0.3612, -0.1114, -0.3634], [-0.2761, 0.5420, 0.8119], [-0.2163, 0.0522, -0.7100], [0.0503, -0.1574, -0.0397], [-0.6740, 0.4251, 0.0141], [0.0412, 1.9429, -0.6125], [0.5021, 1.5707, -1.1674], [-0.1171, -0.0416, 0.1902], [1.6325, -2.1431, 1.6484], [-0.0051, 1.0690, -0.0978], [-0.1013, 0.0836, 0.0285], [-0.2495, -0.1682, 0.3570], [0.1345, -0.3339, 0.1798], [-1.7336, 0.9139, 1.0205], [-1.5778, -1.5928, 1.8494], [-0.4166, 0.0493, 0.4294], [-0.0733, -0.0508, 0.0103], [0.8879, -1.5527, -1.0210], [0.0151, -0.1173, 0.2542], [0.4726, -0.4671, 0.1758], [0.0881, 0.1748, 0.3000], [-0.6895, 1.4740, 0.2981], [-1.0020, 0.0384, 0.2530], [-0.7014, 0.2965, 0.8800], [-0.1220, -0.1915, 0.0425], [0.1489, 0.7556, -1.1036], [1.0500, -0.5347, 0.5089]]}